1.
A molecular structure, C16H17Cl4N3O8Ti in a non-equilibrium geometry, computed with wB97M-V/def2-TZVPD.

The geometry in XYZ format:
```
49
Properties=species:S:1:pos:R:3:mulliken_spin:R:1
Ti 0.30367 0.18519 0.08484 2.23
Cl -0.03707 -2.71832 -2.87651 0.00
O -0.34649 -1.57126 -2.15400 0.01
O -0.17137 -2.49087 -4.24491 0.00
O 1.30868 -3.05786 -2.70853 0.00
O -0.74789 -3.87419 -2.41010 0.00
Cl 1.97362 1.92752 3.36540 0.01
O 2.15775 3.35773 3.53062 0.00
O 0.99694 1.83991 2.31937 0.01
O 3.09527 1.28486 2.83714 0.00
O 1.57936 1.19963 4.48974 0.00
N 0.79556 -1.81765 1.29354 -0.03
C 1.76947 -2.19868 2.17436 0.03
C 1.69810 -3.40351 2.88106 0.00
C 0.64253 -4.32472 2.63820 0.01
C -0.26818 -4.01489 1.64726 -0.01
C -0.15953 -2.77618 1.01087 0.03
H 2.58535 -1.50379 2.30810 0.01
H 2.45287 -3.63935 3.61666 0.00
H 0.42952 -5.27256 3.11004 0.00
H -1.04910 -4.72102 1.40658 0.00
H -0.93302 -2.46720 0.32337 -0.01
N -0.04587 2.13343 -1.82141 0.00
C -1.15218 2.90410 -1.90653 0.01
C -1.65038 3.51436 -3.04345 0.00
C -0.88648 3.34666 -4.16474 0.00
C 0.27031 2.51059 -4.18398 0.00
C 0.68741 1.99687 -2.92377 0.03
H -1.73903 3.00196 -1.00518 0.01
H -2.50856 4.16950 -3.01636 0.00
H -1.17707 3.83965 -5.08067 0.00
H 0.88491 2.31991 -5.05133 0.00
H 1.47092 1.25358 -2.91744 -0.01
N -1.77838 0.27192 0.81384 0.04
C -2.07209 0.48118 2.13738 0.24
C -3.32152 0.87851 2.54445 -0.13
C -4.32239 1.14958 1.60417 0.30
C -4.05166 0.83230 0.28333 -0.16
C -2.76783 0.37118 -0.09983 0.30
H -1.28298 0.50712 2.87429 0.01
H -3.50831 1.15502 3.57160 -0.01
H -5.28596 1.45843 1.98172 0.03
H -4.75878 1.05920 -0.50081 -0.01
H -2.45096 0.42072 -1.13112 0.00
C 4.75554 0.22932 -0.75086 0.01
Cl 5.60860 -1.27092 -0.32708 0.00
Cl 2.95986 -0.01720 -0.80052 0.04
H 4.99893 0.96671 0.01407 0.00
H 5.04794 0.57351 -1.74289 0.00
```

Its frontier orbital gap (spin up / spin down) is 4.386 / 8.642 eV. The value obtained for the HOMO energy (spin up / spin down) is -2.1 / -6.4 eV. The lowest unoccupied orbital energy (spin up / spin down) comes out at 2.3 / 2.3 eV. As for the spin multiplicity: 4. Its net charge is -1.

***

2.
A molecular structure, C16H17ClIN4O6STc, computed with wB97M-V/def2-TZVPD.

The geometry in XYZ format:
```
47
Properties=species:S:1:pos:R:3:mulliken_spin:R:1
Tc -0.09752 -0.30607 0.49567 0.87
O -1.34145 0.59280 1.96632 -0.01
C -2.73106 0.35517 1.62929 0.00
C -2.94886 -1.11948 1.28097 -0.01
N -1.76573 -1.70780 0.58052 -0.03
C -2.03301 -2.14951 -0.80282 0.03
C -0.72830 -2.11767 -1.60913 -0.01
O -0.58673 -2.63909 -2.66822 0.03
O 0.23226 -1.38615 -1.00135 0.05
C -1.21264 -2.86253 1.35792 0.00
C -0.35349 -2.31686 2.49319 -0.01
O -0.39661 -2.70097 3.62857 0.02
O 0.43151 -1.32853 2.07128 0.05
H -1.13275 0.23069 2.84541 0.00
H -2.93577 1.02500 0.79644 0.00
H -3.35977 0.65213 2.46896 0.00
H -3.84013 -1.20686 0.65698 0.00
H -3.13225 -1.69990 2.18612 0.00
H -2.73913 -1.47040 -1.28333 -0.01
H -2.46148 -3.15331 -0.83259 0.00
H -0.54665 -3.43612 0.70793 0.00
H -2.01836 -3.49852 1.72551 0.00
Cl 1.54118 5.52246 -2.83781 0.00
C 1.53204 4.12244 -1.83585 0.00
C 2.62599 3.82393 -1.07238 0.00
C 2.64507 2.68341 -0.23535 0.01
I 4.33949 2.26524 0.87932 0.00
C 1.54698 1.86045 -0.17927 0.00
O 1.46704 0.75605 0.58303 0.00
C 0.41719 2.16023 -0.98156 -0.01
N -0.61737 1.27446 -0.88652 -0.02
C -1.69314 1.49115 -1.61789 0.03
C -1.82235 2.59028 -2.47443 0.00
C -0.79147 3.48754 -2.57497 0.01
C 0.37791 3.28647 -1.81896 -0.01
H 3.49234 4.46968 -1.10907 0.00
H -2.49230 0.76478 -1.54493 0.00
H -2.72800 2.71007 -3.04987 0.00
H -0.86289 4.34287 -3.23213 0.00
N 3.62073 -1.72529 -0.45423 0.00
C 3.11528 -2.31062 0.64765 0.00
N 3.42526 -1.72889 1.81674 0.00
S 2.17452 -3.68482 0.55091 0.00
H 4.16802 -0.88168 -0.41502 0.00
H 3.40556 -2.14019 -1.34319 0.00
H 3.84277 -0.81309 1.85409 0.00
H 2.96807 -2.08295 2.63806 0.00
```

Its frontier orbital gap (spin up / spin down) is 5.036 / 5.294 eV. The value obtained for the HOMO energy (spin up / spin down) is -10.4 / -10.4 eV. The lowest unoccupied orbital energy (spin up / spin down) comes out at -5.4 / -5.1 eV. As for the spin multiplicity: 2. Its net charge is +1.

***

3.
A single C16H17ClN2O4S molecule in a non-equilibrium geometry, computed with wB97M-V/def2-TZVPD.

The geometry in XYZ format:
```
41
Properties=species:S:1:pos:R:3:mulliken_charge:R:1
C -5.85908 -3.29949 -0.24342 -0.85
H -6.15720 -4.23060 -0.72232 0.23
O -4.90507 -2.71992 -1.10258 -0.43
C -4.34283 -1.53789 -0.74321 0.74
C -4.65358 -0.83068 0.41417 -0.23
C -4.01426 0.36790 0.67562 -0.10
C -3.05830 0.89800 -0.19134 0.26
C -2.75681 0.18115 -1.34372 -0.03
C -3.38895 -1.01549 -1.61486 -1.03
H -3.14967 -1.56922 -2.50778 0.42
H -2.02046 0.54530 -2.04162 0.35
O -2.50444 2.09654 0.17667 -0.46
C -1.49706 2.64941 -0.62246 -0.76
C -0.22995 1.85574 -0.59150 0.28
C 0.17040 0.79075 0.16108 0.06
C 1.48996 0.52949 -0.29703 0.11
N 1.81506 1.37772 -1.24215 -0.49
O 0.75821 2.19929 -1.43418 -0.24
C 2.29293 -0.62041 0.19949 0.37
O 1.70488 -1.57710 0.67786 -0.71
N 3.63952 -0.57257 0.11996 0.13
C 4.41422 0.55096 -0.37248 -0.47
C 5.73844 0.08977 -0.95293 -0.76
H 6.25652 0.92387 -1.42200 0.39
H 5.59237 -0.69931 -1.69061 0.37
S 6.85961 -0.52364 0.35441 -0.17
C 5.58640 -1.22764 1.46428 -0.64
C 4.38091 -1.69340 0.67456 -0.83
H 4.69928 -2.36953 -0.12808 0.26
H 3.68959 -2.24193 1.32191 0.47
H 5.30880 -0.47205 2.20011 0.35
H 6.05830 -2.06546 1.97384 0.41
H 3.83561 1.05974 -1.14554 0.52
H 4.60701 1.26288 0.44228 0.20
H -0.36390 0.25647 0.91625 0.52
H -1.31247 3.64324 -0.19801 0.41
H -1.82552 2.78122 -1.66393 0.39
Cl -4.40344 1.23878 2.11165 -0.22
H -5.38138 -1.18819 1.12307 0.49
H -5.43205 -3.51880 0.73993 0.34
H -6.73657 -2.65599 -0.12581 0.34
```

Its frontier orbital gap is 8.979 eV. The value obtained for the HOMO energy is -8.3 eV. The lowest unoccupied orbital energy comes out at 0.7 eV. As for the SMILES: COc1ccc(OCc2cc(C(=O)N3CCSCC3)no2)c(Cl)c1.

***

4.
A molecular structure, C16H17CrN8O6S2 in a non-equilibrium geometry, computed with wB97M-V/def2-TZVPD.

The geometry in XYZ format:
```
50
Properties=species:S:1:pos:R:3:mulliken_spin:R:1
Cr 0.21285 -1.49645 0.45851 3.91
N 3.28904 5.73828 0.94945 0.00
C 2.67308 4.61984 0.38046 0.00
C 1.52950 4.76968 -0.40600 0.00
C 0.90501 3.66229 -0.95305 0.00
C 1.41402 2.39616 -0.70736 0.01
C 2.53716 2.22995 0.09042 0.00
C 3.16497 3.33811 0.63031 0.00
S 0.68907 0.92039 -1.40462 0.03
O 1.75772 -0.02387 -1.54302 0.02
O -0.00526 1.25434 -2.62167 0.00
N -0.32149 0.35342 -0.20887 -0.05
C -1.54662 0.93694 -0.04945 0.05
N -2.38544 0.29774 0.80227 0.03
C -3.61882 0.75669 0.90250 0.00
C -4.07943 1.86769 0.21321 0.01
C -3.10732 2.54617 -0.50467 0.00
N -1.86200 2.12331 -0.61023 0.00
H 3.10897 6.60561 0.47390 0.00
H 4.25761 5.61400 1.18957 0.00
H 1.14210 5.76555 -0.59328 0.00
H 0.03002 3.75277 -1.57627 0.00
H 2.88969 1.22182 0.27886 0.00
H 4.05163 3.22430 1.24452 0.00
H -4.27032 0.21015 1.58078 0.00
H -5.10283 2.20807 0.27134 0.00
H -3.32516 3.48530 -1.00872 0.00
N -3.79088 -4.23267 -1.76438 0.00
C -3.24965 -3.67454 -0.63028 0.00
C -2.15310 -2.81098 -0.70146 0.04
N -1.59132 -2.30724 0.38734 -0.10
C -2.14046 -2.66457 1.56346 0.04
C -3.22329 -3.50409 1.61797 0.01
N -3.80624 -4.01595 0.52969 0.02
H -3.55313 -3.82365 -2.65020 0.00
H -4.72165 -4.59478 -1.65569 0.00
H -1.70859 -2.53575 -1.64848 0.01
H -1.68856 -2.24680 2.45244 -0.01
H -3.66736 -3.77808 2.56711 0.00
O 2.84231 -3.10809 -0.24084 0.01
S 1.37808 -3.73718 -0.40545 -0.03
O 0.67638 -3.00774 -1.44767 0.02
O 0.72166 -3.52739 0.90574 0.01
O 1.63500 -5.11767 -0.70053 0.00
C 4.47332 -1.69153 0.74897 -0.01
C 2.99098 -1.89602 0.52731 0.09
N 2.05634 -1.18061 0.88815 -0.10
H 4.98164 -2.65591 0.76721 0.00
H 4.63063 -1.16444 1.68639 0.00
H 4.88015 -1.10257 -0.07569 0.00
```

Its frontier orbital gap (spin up / spin down) is 6.851 / 7.603 eV. The value obtained for the HOMO energy (spin up / spin down) is -4.2 / -5.1 eV. The lowest unoccupied orbital energy (spin up / spin down) comes out at 2.7 / 2.5 eV. As for the spin multiplicity: 5. Its net charge is -1.

***

Calculated calculated total energy, -110908.12817; -68765.95018; -51393.89253; -91169.18947 eV (same order as the records).